[1]
DFT (ωB97M-V/def2-TZVPD) results for 4 unconnected molecules or ions with the total composition C3H12O4.

CARTESIAN COORDINATES (ANGSTROEM)
1 C 0.14 -1.94 -0.88
2 O -0.24 -1.46 0.42
3 C -0.68 -1.34 -1.93
4 C -0.84 -0.14 -2.30
5 H 1.18 -1.59 -1.16
6 H 0.03 -3.08 -0.83
7 H 0.18 -0.64 0.36
8 H -1.12 -2.21 -2.51
9 H -1.61 0.16 -3.00
10 H -0.41 0.77 -1.85
11 H -1.65 0.76 1.90
12 H -1.90 2.14 1.48
13 O -1.34 1.44 1.24
14 H 1.63 2.27 0.25
15 H 0.39 1.78 0.38
16 O 0.92 2.06 -0.28
17 H 2.28 0.64 3.40
18 H 1.53 -0.24 2.42
19 O 1.49 0.61 2.90

HOMO level   -0.3575 Ha
SMILES string   C=CCO.O.O.O
Gap between HOMO and LUMO   10.23 eV


[2]
DFT (ωB97M-V/def2-TZVPD) results for a molecular structure, C62H45Cl4FN5V.

CARTESIAN COORDINATES (ANGSTROEM)
1 V -0.49 0.57 0.06
2 Cl 7.80 4.67 3.42
3 C 6.35 3.91 2.84
4 C 5.19 4.67 2.69
5 C 4.03 4.06 2.23
6 C 4.01 2.71 1.91
7 C 5.18 1.97 2.07
8 C 6.35 2.56 2.53
9 C 2.78 2.05 1.39
10 C 1.55 2.07 2.21
11 C 1.54 2.57 3.51
12 C 0.26 2.37 4.02
13 C -0.47 1.75 3.01
14 C -1.81 1.27 3.20
15 C -2.40 1.52 4.55
16 C -2.26 0.60 5.57
17 C -2.82 0.83 6.83
18 C -3.51 2.01 7.04
19 Cl -4.21 2.32 8.61
20 C -3.65 2.95 6.04
21 C -3.09 2.70 4.79
22 C -2.59 0.65 2.28
23 N -2.30 0.47 0.90
24 C -3.48 0.16 0.31
25 C -3.74 0.17 -1.07
26 C -5.13 -0.17 -1.52
27 C -5.98 0.79 -2.05
28 C -7.26 0.46 -2.48
29 C -7.70 -0.85 -2.37
30 Cl -9.30 -1.27 -2.90
31 C -6.88 -1.83 -1.83
32 C -5.60 -1.48 -1.41
33 C -2.77 0.44 -2.04
34 C -3.09 0.36 -3.48
35 C -1.94 0.37 -4.14
36 C -0.86 0.48 -3.16
37 N -1.43 0.61 -1.85
38 C 0.43 0.23 -3.47
39 C 1.47 0.37 -2.41
40 C 2.94 0.79 -2.84
41 C 3.78 1.69 -0.97
42 C 2.84 1.48 0.19
43 N 1.62 0.98 -0.38
44 C 0.86 -0.07 -4.86
45 C 0.61 0.79 -5.94
46 C 1.06 0.49 -7.22
47 C 1.78 -0.67 -7.43
48 Cl 2.36 -1.05 -9.02
49 C 2.06 -1.53 -6.38
50 C 1.60 -1.22 -5.11
51 C -4.51 -0.02 1.32
52 C -3.96 0.29 2.51
53 N 0.30 1.58 1.87
54 H 5.21 5.73 2.93
55 H 3.13 4.65 2.11
56 H 5.17 0.91 1.83
57 H 7.26 1.98 2.65
58 H 2.39 2.98 4.04
59 H -0.10 2.61 5.01
60 H -1.71 -0.32 5.40
61 H -2.72 0.11 7.63
62 H -4.20 3.87 6.23
63 H -3.20 3.43 3.99
64 H -5.64 1.82 -2.13
65 H -7.92 1.21 -2.89
66 H -7.24 -2.84 -1.74
67 H -4.95 -2.25 -0.99
68 H -4.08 0.26 -3.88
69 H -1.81 0.24 -5.20
70 H 3.16 0.71 -3.90
71 H 4.64 2.31 -0.72
72 H 0.08 1.72 -5.76
73 H 0.87 1.16 -8.04
74 H 2.63 -2.44 -6.56
75 H 1.82 -1.90 -4.28
76 H -5.53 -0.30 1.11
77 H -4.45 0.31 3.47
78 C 1.46 -1.21 3.60
79 C 1.94 -1.42 2.16
80 C 3.46 -1.70 2.12
81 C 1.12 -2.51 1.49
82 C 1.17 -3.76 2.11
83 C 0.48 -4.84 1.60
84 C -0.22 -4.67 0.43
85 C -0.28 -3.45 -0.25
86 C -0.93 -3.56 -1.62
87 C 0.18 -3.66 -2.68
88 C -1.96 -2.52 -2.01
89 C 0.37 -2.32 0.31
90 N 0.35 -1.02 -0.35
91 C 1.54 -0.44 -0.99
92 C 2.73 -1.34 -0.89
93 C 3.94 -0.95 -1.26
94 C 4.09 0.41 -1.85
95 C 2.82 2.16 -2.11
96 C 1.46 1.70 -1.63
97 F 0.47 2.62 -1.61
98 H 1.89 -0.30 4.02
99 H 1.77 -2.05 4.23
100 H 0.37 -1.13 3.66
101 H 1.76 -0.49 1.62
102 H 3.67 -2.76 2.04
103 H 3.93 -1.33 3.04
104 H 3.94 -1.20 1.28
105 H 1.76 -3.88 3.01
106 H 0.50 -5.80 2.11
107 H -0.75 -5.52 -0.01
108 H -1.46 -4.52 -1.61
109 H 0.67 -2.69 -2.79
110 H -0.24 -3.94 -3.65
111 H 0.94 -4.40 -2.41
112 H -1.48 -1.61 -2.34
113 H -2.62 -2.29 -1.18
114 H -2.57 -2.90 -2.84
115 H 2.56 -2.34 -0.50
116 H 4.79 -1.62 -1.19
117 H 5.05 0.53 -2.34
118 H 2.92 3.13 -2.59

HOMO level (alpha / beta)   -0.2431 / -0.2442 Ha
Gap between HOMO and LUMO (alpha / beta)   5.43 / 5.44 eV
2S+1   3


[3]
DFT (ωB97M-V/def2-TZVPD) results for 12 unconnected molecules or ions with the total composition BF4H22O11.

CARTESIAN COORDINATES (ANGSTROEM)
1 B 25.59 -19.83 3.37
2 F 26.16 -19.66 2.14
3 F 26.61 -19.88 4.27
4 F 24.75 -18.82 3.81
5 F 24.95 -21.06 3.42
6 O 23.12 -20.26 7.83
7 H 23.40 -19.41 8.18
8 H 23.35 -20.22 6.90
9 O 27.10 -20.20 9.01
10 H 26.45 -20.62 8.44
11 H 27.35 -19.41 8.53
12 O 31.13 -22.21 7.66
13 H 31.16 -22.08 6.71
14 H 30.40 -21.66 7.94
15 O 22.85 -15.29 7.21
16 H 23.42 -14.73 7.74
17 H 23.45 -15.69 6.58
18 O 30.10 -16.70 2.73
19 H 29.74 -15.85 2.51
20 H 29.34 -17.25 2.89
21 O 31.57 -19.15 -0.68
22 H 32.05 -19.60 0.02
23 H 30.69 -19.03 -0.33
24 O 20.94 -23.89 6.10
25 H 21.59 -24.57 5.96
26 H 21.36 -23.25 6.67
27 O 30.68 -22.55 3.08
28 H 29.75 -22.32 3.05
29 H 30.77 -23.24 2.42
30 O 22.39 -25.69 1.09
31 H 22.73 -24.93 1.56
32 H 23.01 -26.39 1.28
33 O 23.80 -15.42 0.27
34 H 23.20 -15.13 0.96
35 H 24.48 -15.90 0.75
36 O 24.12 -21.56 -1.91
37 H 23.28 -21.15 -2.09
38 H 24.20 -21.55 -0.96

HOMO level   -0.3092 Ha
Gap between HOMO and LUMO   10.67 eV
Total charge   -1


[4]
DFT (ωB97M-V/def2-TZVPD) results for 13 unconnected molecules or ions with the total composition H24NO15.

CARTESIAN COORDINATES (ANGSTROEM)
1 N 17.42 -7.98 -9.54
2 O 16.83 -7.00 -10.03
3 O 18.01 -8.78 -10.28
4 O 17.35 -8.17 -8.30
5 O 13.99 -7.52 -8.95
6 H 13.45 -7.69 -8.18
7 H 14.78 -8.07 -8.83
8 O 16.64 -5.62 -7.09
9 H 16.31 -5.70 -6.19
10 H 16.86 -6.53 -7.35
11 O 19.31 -10.44 -12.31
12 H 18.64 -9.89 -11.89
13 H 19.51 -9.99 -13.13
14 O 18.02 -11.59 -9.50
15 H 17.22 -11.75 -9.00
16 H 18.14 -10.63 -9.46
17 O 15.14 -9.19 -12.03
18 H 14.47 -9.87 -11.92
19 H 15.20 -8.75 -11.17
20 O 19.22 -7.85 -6.02
21 H 19.10 -8.03 -6.96
22 H 19.21 -6.89 -5.96
23 O 15.88 -6.04 -12.76
24 H 16.18 -6.84 -13.21
25 H 16.30 -6.09 -11.89
26 O 19.09 -5.08 -11.48
27 H 18.47 -5.81 -11.43
28 H 19.81 -5.33 -10.90
29 O 16.35 -9.27 -5.86
30 H 15.41 -9.45 -5.90
31 H 16.64 -9.23 -6.79
32 O 17.63 -3.70 -8.80
33 H 17.27 -4.54 -8.46
34 H 18.48 -3.63 -8.35
35 O 14.63 -4.88 -9.83
36 H 14.73 -5.83 -9.65
37 H 15.52 -4.52 -9.73
38 O 21.05 -10.36 -10.07
39 H 20.73 -9.64 -9.52
40 H 21.96 -10.12 -10.28

HOMO level   -0.2762 Ha
Gap between HOMO and LUMO   9.81 eV
Total charge   -1


[5]
DFT (ωB97M-V/def2-TZVPD) results for a molecular structure, H8Na7O20S4.

CARTESIAN COORDINATES (ANGSTROEM)
1 Na 20.22 -0.30 -11.64
2 Na 25.69 -2.17 -9.89
3 Na 20.91 -3.83 -11.54
4 Na 24.52 -5.25 -10.17
5 Na 23.69 -2.39 -12.63
6 Na 21.73 -5.67 -7.40
7 Na 23.90 0.72 -9.87
8 S 25.70 -4.58 -13.25
9 O 27.13 -4.80 -13.57
10 O 25.68 -3.71 -12.05
11 O 25.03 -3.91 -14.36
12 O 25.12 -5.87 -12.82
13 S 22.76 -2.41 -9.37
14 O 21.69 -1.69 -10.04
15 O 22.10 -3.14 -8.26
16 O 23.35 -3.30 -10.36
17 O 23.78 -1.46 -8.89
18 S 20.63 -1.64 -14.23
19 O 21.35 -1.97 -12.95
20 O 21.55 -1.53 -15.33
21 O 19.72 -2.80 -14.48
22 O 19.89 -0.41 -13.99
23 S 25.38 0.11 -12.65
24 O 24.44 1.26 -12.57
25 O 26.74 0.62 -12.50
26 O 25.04 -0.68 -11.42
27 O 25.17 -0.70 -13.84
28 O 23.55 -0.25 -6.43
29 H 24.48 0.00 -6.37
30 H 23.53 -0.94 -7.11
31 O 19.36 -3.50 -7.40
32 H 20.24 -3.32 -7.78
33 H 18.75 -3.13 -8.04
34 O 21.85 -3.02 -5.52
35 H 22.29 -2.24 -5.18
36 H 21.88 -2.92 -6.49
37 O 20.44 -0.35 -7.71
38 H 21.18 -0.95 -7.81
39 H 19.78 -0.68 -8.32

HOMO level   -0.1518 Ha
Gap between HOMO and LUMO   2.14 eV
Total charge   -1


[6]
DFT (ωB97M-V/def2-TZVPD) results for a molecular structure, C23H24AsCl2IO2Ru.

CARTESIAN COORDINATES (ANGSTROEM)
1 Ru 0.61 -0.71 0.37
2 I -0.49 -3.12 0.57
3 C -1.63 -2.48 2.14
4 C -2.47 -3.34 2.83
5 C -3.24 -2.85 3.88
6 C -3.18 -1.50 4.20
7 C -2.34 -0.64 3.49
8 C -2.30 0.75 3.79
9 C -1.50 1.63 3.08
10 C -0.68 1.16 2.08
11 C -0.66 -0.22 1.71
12 C -1.53 -1.13 2.44
13 H -2.52 -4.39 2.56
14 H -3.89 -3.51 4.43
15 H -3.80 -1.11 5.00
16 H -2.92 1.11 4.60
17 H -1.51 2.68 3.32
18 H -0.04 1.86 1.55
19 Cl 7.01 2.67 1.33
20 C 5.41 2.13 1.01
21 C 4.39 3.09 0.80
22 C 3.10 2.71 0.54
23 Cl 1.88 3.91 0.28
24 C 2.75 1.35 0.49
25 O 1.50 1.03 0.26
26 C 3.77 0.40 0.69
27 C 3.52 -0.96 0.59
28 O 2.40 -1.53 0.34
29 C 5.11 0.81 0.96
30 H 4.64 4.14 0.84
31 H 4.36 -1.64 0.71
32 H 5.89 0.07 1.10
33 C 1.28 -1.30 -3.72
34 C -0.14 -1.47 -3.19
35 As -0.53 -0.28 -1.73
36 C -0.16 1.51 -2.31
37 C -1.06 1.90 -3.48
38 C -2.44 -0.34 -1.38
39 C -3.27 -1.00 -2.49
40 H 1.45 -2.00 -4.53
41 H 2.03 -1.49 -2.95
42 H 1.45 -0.30 -4.11
43 H -0.32 -2.49 -2.83
44 H -0.90 -1.24 -3.93
45 H 0.90 1.57 -2.57
46 H -0.31 2.14 -1.44
47 H -0.85 1.31 -4.38
48 H -0.88 2.95 -3.74
49 H -2.12 1.80 -3.25
50 H -2.74 0.70 -1.23
51 H -2.57 -0.85 -0.43
52 H -3.16 -0.49 -3.45
53 H -4.32 -0.95 -2.22
54 H -3.00 -2.05 -2.62

HOMO level (alpha / beta)   -0.5150 / -0.5151 Ha
Gap between HOMO and LUMO (alpha / beta)   5.34 / 5.39 eV
Total charge   +2